[1]
This record from OMol25 describes a 7-piece molecular cluster, BrH12O6 overall. The level of theory is the ωB97M-V functional and the def2-TZVPD basis.

## Properties
- HOMO energy (eV) = -5.682
- charge = -1
- LUMO level (eV) = 3.6
- orbital gap (eV) = 9.25
- energy relative to the best compared isomer or geometry (same formula, charge and spin) (kcal/mol) = 16.5

XYZ file:
```
19
Properties=species:S:1:pos:R:3:nbo_charge:R:1
Br 0.4228 -1.0155 0.4402 -0.9205
O 3.3978 -0.0225 -0.8408 -0.9453
O 0.7888 1.3275 -1.7688 -0.9669
O -1.6292 1.5025 -0.0938 -0.9405
O -2.2422 -1.3325 2.4392 -0.9670
O -0.5762 1.7955 2.4082 -0.9855
O -0.0132 -1.9165 -2.6428 -0.9641
H -2.5612 1.5355 -0.3028 0.4615
H 2.8258 -0.7195 -0.6308 0.4777
H -0.9652 1.6005 1.5552 0.4979
H 0.9298 0.5115 -1.2478 0.4860
H 1.4208 1.2105 -2.4548 0.4540
H -1.3862 -1.2475 1.9702 0.4920
H 3.5408 0.2745 0.0482 0.4623
H -0.9702 -2.1275 -2.5238 0.4605
H 0.3558 -2.0085 -1.7828 0.4886
H -1.3392 0.6845 -0.4238 0.4953
H -0.0302 1.0215 2.5582 0.4624
H -1.9692 -1.0735 3.2942 0.4516
```

***

[2]
This record from OMol25 describes C28H53NNiO5SSe2Si as an isolated structure. The level of theory is the ωB97M-V functional and the def2-TZVPD basis.

## Properties
- 2S+1 = 3
- HOMO energy (spin up / spin down) (eV) = -6.495 / -7.437
- LUMO level (spin up / spin down) (eV) = 0.2 / 0.2
- orbital gap (spin up / spin down) (eV) = 6.70 / 7.62
- energy relative to the best compared isomer or geometry (same formula, charge and spin) (kcal/mol) = 2.0

XYZ file:
```
92
Properties=species:S:1:pos:R:3:mulliken_spin:R:1
Se -3.4212 -1.8603 -0.2482 0.0885
Se -4.5756 1.6234 0.2169 0.0479
Ni -2.2834 0.2354 0.5832 1.5940
S -0.1399 -0.4955 -0.1102 0.0087
Si 1.8237 -0.3986 0.5523 -0.0302
O 1.9879 -1.2908 1.9234 -0.0029
O 2.4338 1.0925 0.8711 0.0077
O 2.8434 -0.9796 -0.6108 0.0132
O -2.2513 2.3355 -3.1625 0.0009
O -2.5991 0.6801 -1.7253 0.0111
N -0.8316 0.9778 -4.8310 0.0002
C 2.9482 2.0826 -0.0337 -0.0003
C -5.5480 2.3253 1.7405 0.0037
C 4.4024 -1.7173 1.9999 0.0001
C 4.2717 -2.4124 -1.8287 0.0004
C 2.7608 -2.8336 3.5199 0.0001
C 2.0280 -1.7615 -2.7204 0.0021
C -1.7953 1.1560 3.0700 -0.1123
C 0.2572 2.1585 3.8749 -0.0389
C -1.6655 3.5426 3.5709 -0.0392
C 4.3949 1.7362 -0.3660 0.0000
C -5.6495 -0.0101 0.1558 0.0040
C -1.1695 0.2378 -3.6028 -0.0084
C -4.0789 -2.7938 1.3148 -0.0010
C -1.8945 -1.0286 -4.0564 -0.0038
C -2.0763 1.1014 -2.7349 0.0046
C 3.1060 -1.5452 2.7846 0.0000
C -1.5731 0.3749 -5.9670 -0.0001
C -5.1161 -1.0630 -0.7939 0.0027
C 2.8809 3.4126 0.7011 -0.0003
C -2.5699 -0.0013 2.5866 0.2138
C -0.4476 1.0521 3.4426 0.0611
C 2.1862 -3.3220 -0.7713 -0.0016
C -2.6057 -0.5490 -5.3199 0.0000
C 2.8205 -2.1211 -1.4674 0.0005
C -2.3755 2.4320 3.1424 0.0648
C 2.0952 2.1481 -1.2979 0.0056
C 3.2548 -0.3909 3.7667 -0.0004
C -0.3399 3.4121 3.9470 0.0678
H -2.5531 -1.4220 -3.2844 0.0024
H -4.9463 -3.3874 1.0344 0.0025
H -4.3173 -2.0935 2.1100 0.0032
H 1.0068 -1.5132 -2.4298 -0.0012
H -5.3729 1.7243 2.6304 0.0007
H -0.8942 -0.1955 -6.6052 0.0000
H -3.5103 0.0086 -5.0632 0.0000
H 2.4803 -0.8972 -3.2124 0.0000
H 4.6463 -0.8142 1.4389 -0.0002
H 1.8559 -2.6953 4.1129 0.0000
H 5.2211 -1.9304 2.6902 0.0000
H 1.1538 -3.1021 -0.4947 0.0018
H 2.3684 -0.3077 4.3973 0.0001
H 2.4279 2.9729 -1.9321 0.0000
H 4.3230 -2.5437 1.2952 0.0000
H -1.7278 2.3601 -4.0070 -0.0001
H 2.0133 -2.5978 -3.4234 0.0000
H -2.1637 -0.9581 2.9095 0.0058
H -0.2931 0.0322 -2.9830 0.0058
H 3.3117 4.2099 0.0916 0.0000
H 2.1956 -4.1888 -1.4359 0.0000
H 4.8268 2.4926 -1.0252 0.0000
H -3.2806 -3.4527 1.6475 0.0000
H -1.1632 -1.7995 -4.3032 0.0000
H 0.0470 0.0909 3.3678 0.0056
H 4.7299 -1.5265 -2.2716 0.0000
H 2.1737 1.2175 -1.8637 -0.0006
H 1.8482 3.6619 0.9343 0.0001
H 3.5736 -3.1332 4.1844 0.0000
H -6.6543 0.2864 -0.1484 -0.0010
H 4.8424 -2.6856 -0.9410 -0.0001
H 0.1642 0.9726 -4.9938 0.0001
H 4.9868 1.7014 0.5512 0.0000
H 1.0487 2.3028 -1.0318 -0.0005
H 4.1223 -0.5502 4.4108 -0.0001
H -5.6989 -0.3920 1.1765 -0.0010
H -4.9471 -0.6601 -1.7918 -0.0042
H 4.3321 -3.2326 -2.5468 0.0000
H 3.3895 0.5416 3.2202 -0.0001
H -6.6070 2.3370 1.4914 0.0017
H 2.5811 -3.6348 2.8014 0.0000
H -3.6286 0.0981 2.8362 -0.0041
H -5.8346 -1.8798 -0.8759 0.0020
H 3.4382 3.3492 1.6374 -0.0001
H -2.0333 1.1515 -6.5776 0.0000
H 0.2260 4.2703 4.2869 0.0052
H 2.7370 -3.5777 0.1338 0.0001
H -2.1572 4.5071 3.6215 -0.0022
H -3.4178 2.5454 2.8919 0.0137
H -2.8956 -1.3620 -5.9834 0.0000
H 1.2955 2.0495 4.1483 0.0000
H -5.2094 3.3435 1.9117 0.0005
H 4.4505 0.7643 -0.8550 -0.0001
```

***

[3]
This record from OMol25 describes C32H61BrN2NiO2S2Si4Te as an isolated structure. The level of theory is the ωB97M-V functional and the def2-TZVPD basis.

## Properties
- 2S+1 = 3
- HOMO energy (spin up / spin down) (eV) = -7.168 / -7.158
- LUMO level (spin up / spin down) (eV) = 0.3 / -1.2
- orbital gap (spin up / spin down) (eV) = 7.50 / 5.93
- energy relative to the best compared isomer or geometry (same formula, charge and spin) (kcal/mol) = 14.3

XYZ file:
```
106
Properties=species:S:1:pos:R:3:mulliken_spin:R:1
Te 1.6233 -0.9642 0.1438 0.8958
Br 0.4135 1.8930 -3.5714 0.0263
Ni 1.1096 1.2501 -1.1855 1.0043
S 3.4728 1.3168 -1.1844 0.0913
S -0.7493 1.9447 -0.0435 0.0217
Si 3.7433 0.1642 3.5782 0.0033
Si 2.3432 -1.4422 2.5199 0.0272
Si 0.4802 -1.8758 3.9405 0.0463
Si 3.5530 -3.4484 2.1404 0.0086
O -0.4984 -0.1760 -1.6313 -0.0778
O -0.5637 1.1803 1.2131 0.0198
N 2.3604 2.5346 0.9523 -0.0445
N 2.2154 3.6838 -1.0819 -0.0276
C -3.9189 -0.0019 -6.1900 -0.0001
C -1.0224 4.6777 -0.4348 -0.0005
C 2.4563 2.4849 -0.4214 -0.0704
C 2.7464 1.5854 4.3621 -0.0011
C -3.9871 -1.3782 -6.8689 -0.0001
C -1.8713 0.7942 -4.8712 -0.0024
C -2.4990 1.7918 -0.4777 -0.0012
C -1.0802 6.2906 1.3452 0.0005
C -1.8533 -2.4473 -0.6747 0.0760
C -1.1149 5.9944 -0.0118 -0.0006
C -1.0821 0.6849 -3.7467 0.0100
C -2.7796 -2.2417 -1.8761 -0.0104
C 4.6400 -0.7081 5.0026 0.0029
C -2.9557 -0.0561 -5.0061 0.0005
C -1.2685 -0.2201 -2.6798 -0.0833
C 4.0281 -4.2769 3.7783 0.0025
C -0.5485 -3.2702 3.1827 -0.0204
C -0.9110 3.6635 0.5078 -0.0001
C -5.3136 0.3981 -5.6852 0.0001
C -0.5942 -0.3603 4.2753 -0.0033
C -0.9628 5.2721 2.2812 -0.0002
C 5.1319 -3.0444 1.1794 0.0063
C -2.3694 -1.1177 -2.8501 0.0523
C -0.8768 3.9510 1.8617 0.0000
C -4.1931 -1.9651 -1.3332 -0.0011
C 5.0508 0.8582 2.4012 0.0030
C -2.8054 -3.5748 -2.6451 0.0012
C 2.5050 -4.6689 1.1473 0.0166
C 2.3327 4.9585 -0.3848 0.0021
C 1.1160 -2.4597 5.6296 0.0051
C -3.1588 -0.9818 -3.9850 -0.0010
C -3.4780 1.0198 -7.2404 -0.0001
H 2.4168 1.3044 5.3649 0.0000
H -0.7897 3.1367 2.5727 0.0013
H -0.8420 -2.6930 -0.9971 -0.0263
H 1.6541 -5.0231 1.7333 0.0018
H 1.6552 3.1486 1.3373 0.0036
H 1.8024 -3.3036 5.5351 -0.0009
H 2.1097 -4.1854 0.2514 -0.0043
H -0.7262 -3.0789 2.1226 0.0261
H 3.3407 5.1127 0.0152 -0.0032
H -4.9158 -1.8260 -2.1379 0.0000
H -0.0287 -4.2272 3.2665 0.0021
H 5.3422 -1.4553 4.6270 0.0002
H 5.6415 -3.9485 0.8397 -0.0002
H 5.7605 0.0757 2.1219 0.0014
H -2.2359 -3.2808 -0.0787 -0.0008
H -4.2093 -1.0696 -0.7099 0.0005
H 4.8992 -2.4394 0.2996 -0.0032
H 1.6423 -1.6575 6.1521 -0.0007
H -3.0331 -4.3930 -1.9582 -0.0004
H -3.0935 2.1574 0.3555 -0.0004
H 3.1393 -4.5817 4.3349 0.0000
H -1.5186 -3.3724 3.6742 0.0000
H -1.0356 4.4368 -1.4930 -0.0009
H -2.6705 2.3774 -1.3817 0.0005
H 4.6335 -5.1702 3.6067 0.0005
H 3.9333 -1.2180 5.6615 0.0002
H -5.2701 1.3692 -5.1883 0.0000
H -2.6931 0.7416 -0.6697 0.0011
H -0.9370 5.5021 3.3383 0.0001
H -1.2004 6.7939 -0.7363 0.0000
H -4.1592 0.9864 -8.0919 0.0000
H 2.1043 5.7572 -1.0869 0.0005
H 4.6087 1.2376 1.4781 -0.0030
H 3.0834 -5.5409 0.8351 0.0012
H -4.6827 -1.3539 -7.7111 0.0000
H 2.6304 3.6788 -1.9996 -0.0023
H -3.5611 -3.5803 -3.4313 0.0005
H -4.0056 -1.6494 -4.0831 0.0004
H 2.3723 1.6225 1.3832 0.0150
H 5.2060 0.0050 5.6064 0.0002
H -6.0184 0.4678 -6.5177 0.0000
H -1.1536 7.3179 1.6782 0.0001
H -1.7974 -1.5669 -0.0361 0.0118
H -0.9203 0.0784 3.3345 0.0016
H -0.0334 0.3969 4.8300 0.0004
H 1.6192 5.0185 0.4348 -0.0001
H 4.6031 -3.6025 4.4155 -0.0005
H 0.2827 -2.7753 6.2618 0.0008
H -1.4802 -0.6190 4.8603 0.0002
H -2.4721 0.7978 -7.6020 0.0000
H -4.5285 -2.8047 -0.7193 -0.0002
H -4.3218 -2.1537 -6.1801 0.0000
H -1.8347 -3.7692 -3.1040 0.0000
H -5.7045 -0.3297 -4.9725 0.0000
H -3.0006 -1.6595 -7.2417 0.0000
H 5.8335 -2.4777 1.7962 0.0015
H 3.3514 2.4902 4.4484 -0.0007
H 1.8538 1.8372 3.7861 -0.0003
H -3.4913 2.0340 -6.8363 0.0000
H -1.6344 1.5385 -5.6185 -0.0028
H 5.6141 1.6725 2.8629 0.0000
```

***

[4]
This record from OMol25 describes a 13-piece molecular cluster, C39H91N13O13 overall. The level of theory is the ωB97M-V functional and the def2-TZVPD basis.

## Properties
- HOMO energy (eV) = -9.149
- LUMO level (eV) = -0.1
- orbital gap (eV) = 9.02
- energy relative to the best compared isomer or geometry (same formula, charge and spin) (kcal/mol) = 281.5

XYZ file:
```
156
Properties=species:S:1:pos:R:3:lowdin_charge:R:1
O 8.6141 -1.7009 -2.6125 -0.0047
O -0.1588 4.1261 5.0213 -0.0107
O -6.8175 4.3318 7.5265 0.0003
O -7.0691 0.5406 -5.2332 0.0169
O 1.1581 -3.3720 -6.0680 -0.0153
O -2.9676 -1.7487 6.9149 -0.0349
O -0.6915 0.8809 -1.4108 0.0525
O -5.4433 -7.1888 3.2144 0.0130
O 3.2738 -2.9762 5.5180 0.0094
O -1.7419 1.7814 -9.0088 -0.0275
O -6.5929 6.5351 0.2564 -0.0023
O 7.3935 -7.8811 1.4082 -0.0158
O 5.4479 3.4888 -3.6731 -0.0357
N -0.3035 -0.4847 0.2635 -0.1765
N 3.6460 -1.2353 6.8672 -0.1969
N -2.6920 -1.2018 9.0530 -0.1670
N 7.7453 -1.3181 -0.5427 -0.2101
N -0.2315 3.2510 -8.2607 -0.1833
N -7.1692 -1.1830 -3.7488 -0.1819
N 6.0835 4.8281 -5.4887 -0.1719
N 1.1954 4.8602 3.4012 -0.1792
N -4.4815 6.2027 -0.4573 -0.1994
N -6.8493 3.1165 5.5586 -0.2066
N 2.1224 -2.5781 -7.9313 -0.2005
N -4.9991 -6.5753 1.0907 -0.1657
N 5.2701 -7.6117 0.5014 -0.1925
C 0.4047 4.0037 -7.1528 -0.0619
C 6.2197 6.0786 -6.2544 -0.0711
C 7.5756 -0.3425 0.5138 -0.0787
C 2.0739 -2.2171 -9.3504 -0.0665
C -3.1343 6.7190 -0.5761 -0.0705
C -6.4425 4.1286 6.3733 -0.3206
C 8.1636 -0.9114 -1.7919 -0.3109
C 3.2051 -0.4212 7.9664 -0.0808
C 1.0361 -2.9916 -7.2377 -0.3238
C -2.8633 -0.8720 7.7972 -0.3579
C 7.6683 -2.6955 -0.0763 -0.0437
C -4.7392 4.9704 -1.1876 -0.0376
C 4.8787 -0.7629 6.1917 -0.0285
C 0.6086 3.8614 4.1051 -0.3401
C -1.5174 -0.1472 1.0286 -0.0409
C -6.2221 2.8002 4.3296 -0.0888
C 3.8018 -7.8174 0.7208 -0.0446
C 1.9138 4.5400 2.1474 -0.0544
C 5.5900 4.6184 -4.2078 -0.2846
C -2.5928 -0.1604 10.1354 -0.0409
C 6.7130 3.7116 -6.2388 -0.0612
C -2.3484 -2.5897 9.4974 -0.0220
C 6.1576 -7.7933 1.5308 -0.3158
C -1.2424 2.3657 -8.0330 -0.3059
C -7.7208 -0.1201 -4.4558 -0.3328
C 5.6753 -7.5595 -0.8948 -0.0600
C -5.4209 6.8915 0.2050 -0.3449
C -4.3137 -5.5756 0.1854 -0.0322
C 0.5494 -1.5849 0.7575 -0.0508
C -5.6733 -7.7473 0.5095 -0.0517
C -7.9050 2.2392 5.9788 -0.0566
C 0.9356 6.3085 3.6281 -0.0357
C 0.2214 3.6846 -9.6155 -0.0377
C 2.9441 -2.3326 6.4901 -0.3392
C 0.0245 0.1215 -0.8971 -0.4069
C -4.9771 -6.3952 2.4277 -0.3653
C 3.4553 -2.3336 -7.3400 -0.0383
C -7.9009 -1.7538 -2.5866 -0.0622
C -5.7945 -1.6675 -4.0316 -0.0477
H 0.9496 -0.2123 -1.3919 0.1357
H 0.1730 -3.0058 -7.9211 0.1337
H -1.5631 -0.0455 10.4738 0.0806
H -5.7636 -2.7560 -3.9819 0.0789
H 4.6903 0.2331 5.7908 0.0834
H 3.4366 -2.0530 -6.2869 0.0858
H 1.7232 -1.1883 -9.4325 0.0841
H 1.9877 3.4612 2.0109 0.0772
H -3.6767 -4.8671 0.7149 0.0769
H 6.6359 -0.6258 0.9879 0.0785
H 5.7224 -0.7933 6.8812 0.0897
H 7.5112 0.6995 0.2006 0.0876
H 5.0988 -1.3528 5.3020 0.0801
H -2.9158 -2.7239 10.4184 0.0804
H 1.4162 -1.6421 0.0991 0.0744
H 8.2395 -2.9000 0.8293 0.0873
H 8.3106 -0.4958 1.3039 0.0844
H -3.2366 -0.2718 11.0079 0.0829
H 5.7520 5.9902 -7.2350 0.0820
H 0.8998 -1.3305 1.7578 0.0843
H 0.8963 2.8271 3.8606 0.1320
H 4.2315 -3.0791 -7.5127 0.0921
H 3.2412 -6.8827 0.7204 0.0811
H -7.1668 -1.7818 -1.7813 0.0778
H -5.6076 4.6690 5.9010 0.1305
H 6.7530 2.8118 -5.6248 0.0758
H 1.3865 5.0004 1.3118 0.0834
H -2.2546 -0.9498 1.0056 0.0806
H -3.7661 -6.1059 -0.5937 0.0774
H 1.8350 6.8846 3.8457 0.0842
H 0.1760 3.5162 -6.2051 0.0792
H 2.9542 4.8588 2.2100 0.0826
H 2.1902 -0.6864 8.2625 0.0793
H 8.1232 -3.3464 -0.8230 0.0882
H 0.2753 6.5240 4.4682 0.0813
H 6.6120 -2.8516 0.1427 0.0905
H -2.8953 0.2137 7.6169 0.1343
H 3.7711 -0.6060 8.8795 0.0838
H -8.3157 -2.7563 -2.6922 0.0780
H 3.3309 0.6398 7.7505 0.0874
H -5.0534 -1.2693 -3.3385 0.0831
H 5.6268 6.8612 -5.7810 0.0800
H -1.5251 2.2674 -6.9734 0.1358
H -5.8013 1.7961 4.2770 0.0927
H 3.6923 -8.2019 1.7349 0.0734
H -0.0063 5.0116 -7.0944 0.0794
H -1.2397 0.0483 2.0643 0.0829
H 3.3349 -8.5101 0.0206 0.0849
H -2.8636 0.8189 9.7406 0.0772
H -6.8594 2.9744 3.4627 0.0904
H 5.2081 5.5319 -3.7262 0.1279
H -8.5395 1.9597 5.1377 0.0911
H -2.8349 7.6246 -0.0486 0.0875
H -5.4116 -1.4315 -5.0245 0.0837
H -0.2620 3.0539 -10.3616 0.0780
H 1.2283 -2.7130 -9.8271 0.0795
H -1.2949 -2.7310 9.7389 0.0830
H -2.3616 5.9994 -0.3055 0.0794
H 5.1875 -6.8039 -1.5105 0.0903
H -3.8521 4.3415 -1.1132 0.0842
H -5.8890 -8.5311 1.2355 0.0836
H 0.1202 -2.5851 0.6987 0.0837
H -0.0723 4.7217 -9.7779 0.0846
H 6.2247 3.3646 -7.1494 0.0872
H -5.0199 7.8155 0.6496 0.1324
H -5.5898 4.4374 -0.7628 0.0892
H 5.4759 -8.5980 -1.1590 0.0892
H -5.3654 3.4239 4.0742 0.0849
H -4.4369 -5.4774 2.7070 0.1306
H -4.9198 5.0725 -2.2576 0.0930
H -6.6225 -7.5700 0.0039 0.0813
H -7.4450 1.4043 6.5072 0.0952
H -2.6439 -3.3686 8.7945 0.0841
H -8.7603 0.0704 -4.1469 0.1285
H 3.6349 -1.3643 -7.8051 0.0787
H 2.0590 -2.4658 7.1312 0.1323
H -5.1105 -8.2283 -0.2905 0.0789
H 6.7305 -7.5758 -1.1674 0.0852
H 1.2926 3.6169 -9.8052 0.0801
H -3.0487 6.8242 -1.6576 0.0890
H 1.4823 4.1266 -7.2607 0.0789
H 7.2299 6.4383 -6.4498 0.0849
H 5.5770 -7.9188 2.4578 0.1247
H -5.0620 -5.0369 -0.3959 0.0732
H -8.6927 -1.0942 -2.2318 0.0776
H 8.0775 0.1706 -1.9765 0.1319
H 7.7803 3.8596 -6.4031 0.0864
H -8.5924 2.6121 6.7381 0.0878
H 3.0304 -2.3465 -9.8568 0.0908
H -2.1631 0.6653 0.6953 0.0808
H 0.4357 6.7502 2.7661 0.0795
```

***

Question: What is the energy relative to the best compared isomer or geometry (same formula, charge and spin) in the second record?
Answer: 2.0 kcal/mol

***

Question: What is the energy relative to the best compared isomer or geometry (same formula, charge and spin) in the fourth record?
Answer: 281.5 kcal/mol

***

Question: Number 4 is which compound?
Answer: C39H91N13O13

***

Question: The lowest energy relative to the best compared isomer or geometry (same formula, charge and spin) belongs to which entry?
Answer: C28H53NNiO5SSe2Si